# C5H9NO

A 2-piece molecular cluster, C5H9NO overall (ωB97M-V/def2-TZVPD, the Open Molecules 2025 dataset).

Lowest unoccupied orbital energy (spin up / spin down), eV: -0.3 / -0.4
DFT total energy, a.u.: -325.6468
Molecular weight, u: 99.13
Energy above the lowest of the compared OMol25 structures with the same formula, charge and spin, kJ/mol: 763.3
HOMO (spin up / spin down), eV: -8.553 / -7.898

```
! RIJCOSX wB97M-V def2-TZVPD def2/J DEFGRID3
* xyz 0 1
C 0.157 -0.018 0.365
C 0.555 -1.421 0.715
C 1.245 0.930 -0.041
N -0.501 -0.455 -1.583
C -1.896 1.011 0.085
C -1.039 0.491 0.978
O -1.634 -0.944 -1.666
H -0.447 0.430 -2.156
H -1.647 1.678 -0.746
H -1.360 0.148 1.960
H 1.362 -1.788 0.080
H -0.298 -2.095 0.614
H 0.881 -1.451 1.763
H 0.864 1.931 -0.239
H 1.791 0.560 -0.913
H 1.968 0.993 0.782
*
```



# C2H5N4

An isolated ion of composition C2H5N4 and charge +1 (ωB97M-V/def2-TZVPD, the Open Molecules 2025 dataset).

SMILES: Cc1[nH]nn[nH+]1
Lowest unoccupied orbital energy, eV: -4.3
DFT total energy, a.u.: -297.9217
Molecular weight, u: 85.09
Energy above the lowest of the compared OMol25 structures with the same formula, charge and spin, kJ/mol: 83.4
HOMO, eV: -16.910

```
! RIJCOSX wB97M-V def2-TZVPD def2/J DEFGRID3
* xyz 1 1
C 0.695 0.491 1.193
C 0.043 0.031 -0.035
N 0.466 0.119 -1.263
N -0.680 -0.583 -2.122
N -1.490 -0.910 -1.305
N -1.165 -0.599 -0.060
H 1.185 -0.349 1.692
H -0.036 0.895 1.890
H 1.454 1.241 0.980
H 1.297 0.495 -1.691
H -1.769 -0.832 0.720
*
```



# C6H16NO

A 2-piece molecular cluster, C6H16NO overall (ωB97M-V/def2-TZVPD, the Open Molecules 2025 dataset).

Lowest unoccupied orbital energy, eV: -3.8
DFT total energy, a.u.: -367.8678
Molecular weight, u: 118.20
Energy above the lowest of the compared OMol25 structures with the same formula, charge and spin, kJ/mol: 300.9
HOMO, eV: -13.984

```
! RIJCOSX wB97M-V def2-TZVPD def2/J DEFGRID3
* xyz 1 1
C 2.522 1.477 0.586
C -2.471 0.847 0.559
C -2.662 -1.597 -0.003
C -0.987 -0.042 -1.108
C 2.248 0.213 -0.201
C -2.088 -0.225 -0.293
N 1.215 -0.636 0.301
O 3.376 -0.717 -0.173
H 3.473 1.772 0.203
H 1.913 2.365 0.271
H 2.265 1.147 1.571
H -2.239 0.652 1.542
H -3.531 0.872 0.599
H -2.037 1.805 0.214
H -3.156 -1.702 0.988
H -3.476 -1.725 -0.818
H -1.950 -2.440 -0.207
H -0.549 0.919 -1.359
H -0.722 -0.785 -1.766
H 2.160 0.369 -1.327
H 1.547 -1.597 0.055
H -0.002 -0.303 -0.273
H 1.089 -0.400 1.252
H 4.061 -0.268 -0.613
*
```



# C16H46O10

A 7-piece molecular cluster, C16H46O10 overall (ωB97M-V/def2-TZVPD, the Open Molecules 2025 dataset).

SMILES: COCCOC.COCCOC.COCCOC.CO.CO.CO.CO
Lowest unoccupied orbital energy, eV: 0.5
DFT total energy, a.u.: -1389.0247
Molecular weight, u: 398.53
Energy above the lowest of the compared OMol25 structures with the same formula, charge and spin, kJ/mol: 1251.4
HOMO, eV: -9.016

```
! RIJCOSX wB97M-V def2-TZVPD def2/J DEFGRID3
* xyz 0 1
C 0.179 1.709 3.267
O 1.421 1.553 2.523
C 2.167 2.822 2.384
C 3.344 2.773 1.401
O 4.508 1.917 1.711
C 4.361 0.535 1.446
H 0.307 2.005 4.308
H -0.214 0.693 3.271
H -0.620 2.298 2.817
H 2.633 3.014 3.351
H 1.549 3.692 2.159
H 3.560 3.841 1.421
H 2.956 2.534 0.411
H 4.351 0.570 0.357
H 3.448 0.051 1.794
H 5.270 0.075 1.835
C -4.153 -0.190 2.803
O -2.867 -0.693 2.405
C -2.371 0.021 1.311
C -0.802 -0.081 1.244
O -0.353 0.534 0.032
C 1.073 0.612 -0.168
H -4.860 -0.267 1.978
H -4.107 0.816 3.220
H -4.433 -0.813 3.652
H -2.521 1.097 1.400
H -2.808 -0.400 0.405
H -0.524 -1.133 1.317
H -0.391 0.637 1.954
H 1.188 0.960 -1.195
H 1.494 -0.387 -0.053
H 1.438 1.332 0.563
C 1.347 -3.108 -2.217
O 1.680 -1.990 -2.996
C 2.948 -1.397 -2.740
C 2.672 -0.271 -1.718
O 3.846 0.463 -1.359
C 3.634 1.866 -1.233
H 1.302 -3.021 -1.132
H 2.152 -3.798 -2.470
H 0.433 -3.603 -2.545
H 3.166 -0.958 -3.714
H 3.726 -2.132 -2.531
H 2.239 -0.626 -0.783
H 1.952 0.379 -2.215
H 3.192 2.239 -2.157
H 4.516 2.499 -1.133
H 2.920 2.136 -0.456
C -2.411 0.657 -1.601
O -1.645 1.852 -1.289
H -3.031 0.345 -0.760
H -2.961 0.952 -2.496
H -1.881 -0.235 -1.935
H -0.970 1.674 -0.629
C 0.132 -0.009 -3.232
O 0.329 1.415 -3.191
H -0.854 -0.024 -3.697
H 0.825 -0.605 -3.826
H -0.041 -0.418 -2.237
H -0.467 1.862 -2.896
C -2.145 -2.873 0.672
O -2.897 -3.987 0.837
H -1.534 -3.087 -0.205
H -2.756 -2.034 0.341
H -1.633 -2.564 1.583
H -2.372 -4.682 1.241
C -4.807 -1.726 0.158
O -5.520 -0.569 -0.299
H -3.778 -1.755 -0.199
H -4.877 -1.820 1.241
H -5.193 -2.658 -0.254
H -5.462 -0.519 -1.256
*
```



# C4H5BS

A 2-piece molecular cluster, C4H5BS overall (ωB97M-V/def2-TZVPD, the Open Molecules 2025 dataset).

Lowest unoccupied orbital energy, eV: -0.1
DFT total energy, a.u.: -578.3598
Molecular weight, u: 95.96
Energy above the lowest of the compared OMol25 structures with the same formula, charge and spin, kJ/mol: 62.3
HOMO, eV: -9.205

```
! RIJCOSX wB97M-V def2-TZVPD def2/J DEFGRID3
* xyz 0 1
B 1.830 0.808 0.011
C -0.091 -1.045 -0.170
C -1.473 -1.178 0.005
C -0.767 1.091 -0.089
C 0.338 0.319 -0.185
S -2.224 0.322 0.109
H 2.399 -0.560 0.570
H 2.221 1.912 -0.108
H 0.626 -1.857 -0.237
H -2.166 -1.939 0.215
H -0.693 2.126 -0.122
*
```



# C40H44GeN6ReTe

C40H44GeN6ReTe as an isolated structure (ωB97M-V/def2-TZVPD, the Open Molecules 2025 dataset).

Lowest unoccupied orbital energy (spin up / spin down), eV: -0.6 / -0.5
DFT total energy, a.u.: -4302.3273
Molecular weight, u: 995.25
<S²>: 1.044
Energy above the lowest of the compared OMol25 structures with the same formula, charge and spin, kJ/mol: 0.0
HOMO (spin up / spin down), eV: -7.228 / -7.227

```
! RIJCOSX wB97M-V def2-TZVPD def2/J DEFGRID3
* xyz 0 2
Re -0.759 -1.089 0.797
C -1.765 5.435 -0.612
C -1.334 4.152 0.041
C 0.014 3.826 0.183
C 0.409 2.626 0.739
C -0.526 1.712 1.226
N -0.121 0.512 1.863
C 0.617 0.683 3.044
C 0.822 1.950 3.613
C 1.589 2.143 4.744
C 2.173 1.076 5.415
C 2.985 1.270 6.666
C 1.915 -0.188 4.915
C 1.165 -0.389 3.762
N 0.900 -1.738 3.401
C 1.640 -2.813 3.707
C 0.868 -3.930 3.485
C -0.343 -3.425 3.018
N -0.328 -2.093 2.947
C -1.867 2.023 1.037
C -2.269 3.215 0.448
N -2.871 1.093 1.429
C -4.104 1.357 1.898
C -4.767 0.160 2.036
C -3.844 -0.806 1.631
N -2.701 -0.237 1.258
H -0.962 6.171 -0.598
H -2.629 5.866 -0.105
H -2.046 5.262 -1.653
H 0.771 4.516 -0.173
H 1.460 2.377 0.821
H 0.379 2.815 3.144
H 1.722 3.152 5.119
H 3.405 2.274 6.707
H 3.810 0.559 6.717
H 2.375 1.130 7.561
H 2.278 -1.055 5.453
H 2.655 -2.709 4.048
H 1.153 -4.959 3.616
H -1.218 -3.966 2.707
H -3.323 3.389 0.270
H -4.403 2.367 2.117
H -5.769 0.006 2.395
H -3.939 -1.877 1.592
C 4.947 1.642 -1.751
Te 3.749 0.344 -0.531
C 3.216 -0.534 -2.399
C 4.325 -0.174 -3.355
C 4.518 -0.875 -4.542
C 5.542 -0.530 -5.410
C 6.386 0.527 -5.095
C 6.198 1.231 -3.916
C 5.172 0.890 -3.040
H 5.889 1.864 -1.252
H 4.425 2.582 -1.930
H 2.260 -0.126 -2.731
H 3.106 -1.606 -2.259
H 3.863 -1.706 -4.781
H 5.687 -1.089 -6.325
H 7.194 0.796 -5.764
H 6.860 2.052 -3.666
C -0.616 -0.398 -1.189
C -1.502 0.662 -1.785
C -0.933 1.770 -2.411
C -1.723 2.727 -3.035
C -3.104 2.602 -3.042
C -3.687 1.507 -2.415
C -2.894 0.552 -1.797
H 0.429 -0.115 -1.346
H -0.759 -1.321 -1.760
H 0.146 1.875 -2.412
H -1.252 3.573 -3.522
H -3.721 3.342 -3.536
H -4.765 1.391 -2.414
H -3.360 -0.292 -1.307
C -4.155 -2.624 -1.796
Ge -2.521 -3.581 -1.290
C -3.052 -5.430 -0.919
C -1.298 -3.632 -2.815
C -1.658 -2.972 0.362
H -4.843 -3.335 -2.257
H -3.954 -1.835 -2.519
H -4.659 -2.181 -0.935
H -3.515 -5.883 -1.798
H -3.769 -5.469 -0.098
H -2.184 -6.031 -0.642
H -1.681 -4.344 -3.549
H -0.308 -3.963 -2.499
H -1.196 -2.665 -3.308
H -0.904 -3.750 0.522
H -2.438 -3.171 1.114
N 2.207 -2.253 0.279
C 1.119 -1.887 0.433
*
```



# C45H43BrN10O7SV

C45H43BrN10O7SV as an isolated structure (ωB97M-V/def2-TZVPD, the Open Molecules 2025 dataset).

Lowest unoccupied orbital energy (spin up / spin down), eV: 0.1 / 0.1
DFT total energy, a.u.: -6731.1934
Molecular weight, u: 998.82
<S²>: 3.757
Energy above the lowest of the compared OMol25 structures with the same formula, charge and spin, kJ/mol: 243.3
HOMO (spin up / spin down), eV: -6.288 / -8.270

```
! RIJCOSX wB97M-V def2-TZVPD def2/J DEFGRID3
* xyz 0 4
V 0.013 -0.100 -1.014
C -1.877 2.307 -0.604
N -1.804 1.158 -1.540
C -3.111 0.421 -1.699
C -2.948 -0.999 -1.459
N -1.724 -1.580 -1.468
C -2.028 -2.904 -1.178
C -1.052 -3.904 -0.935
C -1.557 -5.098 -0.481
C -2.947 -5.327 -0.349
C -3.898 -4.364 -0.646
C -3.381 -3.118 -1.055
N -3.954 -1.824 -1.232
C -0.446 2.766 -0.308
N 0.599 2.011 -0.565
C 1.677 2.696 -0.046
C 3.064 2.316 0.130
C 3.829 3.140 0.857
C 3.329 4.382 1.354
C 2.023 4.770 1.194
C 1.194 3.947 0.446
N -0.164 3.958 0.264
H -2.253 3.185 -1.150
H -2.399 2.039 0.285
H -1.551 1.429 -2.445
H -3.907 0.808 -1.009
H -3.567 0.617 -2.712
H 0.018 -3.662 -0.883
H -1.012 -6.009 -0.281
H -3.460 -6.184 0.083
H -4.972 -4.507 -0.543
H -4.935 -1.560 -1.270
H 3.458 1.368 -0.282
H 4.904 3.059 1.051
H 3.969 4.899 2.013
H 1.676 5.671 1.686
H -0.812 4.297 0.997
Br 3.365 1.390 3.953
C 3.095 -0.368 3.267
C 3.082 -1.386 4.272
C 2.744 -2.674 3.832
C 2.541 -2.875 2.504
C 2.593 -1.807 1.600
N 2.808 -0.569 2.016
C 2.145 -2.101 0.116
O 1.900 -3.248 -0.267
O 1.924 -1.081 -0.654
H 3.146 -1.287 5.379
H 2.562 -3.492 4.486
H 2.409 -3.892 2.262
C -6.787 3.796 6.236
C -5.397 3.396 5.765
C -4.200 3.859 6.348
C -3.042 3.636 5.682
C -2.946 2.917 4.506
C -4.097 2.375 3.905
C -5.328 2.649 4.577
S -1.421 2.862 3.571
O -0.719 4.066 3.853
O -1.865 2.656 2.221
N -0.752 1.576 4.249
C -0.195 0.332 3.700
C -1.235 -0.620 3.130
C -1.480 -0.385 1.572
O -2.624 -0.272 1.155
O -0.447 -0.271 0.850
H -6.908 4.768 5.782
H -6.931 3.760 7.311
H -7.523 3.140 5.768
H -4.106 4.382 7.311
H -2.116 4.130 6.084
H -3.977 1.984 2.921
H -6.267 2.308 4.067
H -0.559 1.813 5.204
H 0.446 -0.232 4.512
H 0.561 0.623 3.004
H -2.205 -0.668 3.569
H -0.814 -1.665 3.187
C 4.837 -2.915 -1.981
C 4.178 -2.680 -3.338
C 2.863 -3.076 -3.505
C 2.247 -2.992 -4.777
C 2.951 -2.451 -5.838
N 2.301 -2.175 -7.108
C 0.956 -1.830 -7.333
O 0.220 -2.289 -8.184
N 0.420 -0.866 -6.473
C 0.942 -0.185 -5.315
C 2.184 0.406 -5.383
C 2.786 0.786 -4.212
C 2.055 0.773 -3.018
N 0.764 0.269 -2.965
C 0.281 -0.293 -4.127
C 4.268 -1.962 -5.623
C 4.893 -2.127 -4.437
H 5.671 -3.661 -2.042
H 4.049 -3.174 -1.267
H 5.365 -2.015 -1.638
H 2.335 -3.448 -2.634
H 1.216 -3.384 -4.868
H 2.512 -2.734 -7.962
H -0.544 -0.587 -6.720
H 2.718 0.552 -6.305
H 3.784 1.147 -4.246
H 2.386 1.232 -2.042
H -0.594 -0.850 -4.065
H 4.712 -1.330 -6.446
H 5.871 -1.772 -4.159
*
```



# C4H9BiO4

C4H9BiO4 as an isolated structure (ωB97M-V/def2-TZVPD, the Open Molecules 2025 dataset).

Lowest unoccupied orbital energy (spin up / spin down), eV: -4.7 / -7.8
DFT total energy, a.u.: -672.9230
Molecular weight, u: 330.09
<S²>: 0.756
HOMO (spin up / spin down), eV: -13.699 / -13.644

```
! RIJCOSX wB97M-V def2-TZVPD def2/J DEFGRID3
* xyz 1 2
C 0.389 -1.909 -2.174
O 0.831 -0.567 -2.102
H 0.989 -2.416 -2.936
H 0.502 -2.395 -1.195
H -0.677 -1.933 -2.451
O -0.470 1.690 3.418
O -1.450 1.533 -0.172
C -1.174 0.682 -1.126
C 0.480 0.190 -0.963
O 0.391 0.140 1.975
C 0.620 0.851 3.167
Bi -1.332 1.098 1.776
H -1.195 1.098 -2.146
H -1.664 -0.307 -1.048
H 1.029 1.136 -1.029
H 0.418 -0.470 -0.082
H 0.754 0.133 4.010
H 1.560 1.445 3.077
*
```



# C3H4KMgO2

C3H4KMgO2 as an isolated structure (ωB97M-V/def2-TZVPD, the Open Molecules 2025 dataset).

Lowest unoccupied orbital energy (spin up / spin down), eV: -8.1 / -8.9
DFT total energy, a.u.: -1066.6129
Molecular weight, u: 135.47
<S²>: 0.751
HOMO (spin up / spin down), eV: -15.665 / -19.819

```
! RIJCOSX wB97M-V def2-TZVPD def2/J DEFGRID3
* xyz 2 2
O 0.772 0.941 -0.237
K -1.932 0.369 -0.392
C 1.733 0.141 -0.397
C 1.714 -1.045 0.448
H 2.610 0.412 -1.001
H 2.544 -1.002 1.170
H 1.915 -1.924 -0.183
Mg 1.051 3.106 -0.775
C -5.024 -0.053 0.067
O -6.132 -0.131 0.229
H 0.750 -0.813 1.071
*
```



# C2H3I3O

A 2-piece molecular cluster, C2H3I3O overall (ωB97M-V/def2-TZVPD, the Open Molecules 2025 dataset).

SMILES: O/C=C\I.II
Lowest unoccupied orbital energy, eV: -1.9
DFT total energy, a.u.: -1046.2982
Molecular weight, u: 423.76
Energy above the lowest of the compared OMol25 structures with the same formula, charge and spin, kJ/mol: 4.5
HOMO, eV: -8.664

```
! RIJCOSX wB97M-V def2-TZVPD def2/J DEFGRID3
* xyz 0 1
O -1.419 0.997 -0.061
C -0.890 -0.231 -0.463
C -0.709 -1.240 0.323
I -0.929 -1.130 2.303
H -1.534 1.657 -0.790
H -0.575 -0.338 -1.516
H -0.084 -2.054 -0.079
I 3.903 0.593 -0.756
I 2.237 1.745 1.039
*
```



# C3H3Cl3

The molecule C3H3Cl3 (ωB97M-V/def2-TZVPD, the Open Molecules 2025 dataset).

SMILES: C=C(Cl)C(Cl)Cl
Lowest unoccupied orbital energy, eV: 0.3
DFT total energy, a.u.: -1496.6599
Molecular weight, u: 145.42
Energy above the lowest of the compared OMol25 structures with the same formula, charge and spin, kJ/mol: 11.4
HOMO, eV: -10.172

```
! RIJCOSX wB97M-V def2-TZVPD def2/J DEFGRID3
* xyz 0 1
C 0.498 -1.082 0.785
C 0.552 -0.077 -0.086
Cl 2.141 0.566 -0.513
C -0.649 0.673 -0.599
Cl -0.760 2.348 0.216
Cl -2.177 -0.320 -0.451
H -0.440 -1.470 1.071
H 1.366 -1.498 1.246
H -0.532 0.860 -1.667
*
```



# C19H22N2O5

The molecule C19H22N2O5 (ωB97M-V/def2-TZVPD, the Open Molecules 2025 dataset).

SMILES: COc1ccc(C/C(N)=N/OC(=O)Cc2ccc(OC)c(OC)c2)cc1
Lowest unoccupied orbital energy, eV: 0.7
DFT total energy, a.u.: -1222.8652
Molecular weight, u: 358.39
Energy above the lowest of the compared OMol25 structures with the same formula, charge and spin, kJ/mol: 413.9
HOMO, eV: -7.912

```
! RIJCOSX wB97M-V def2-TZVPD def2/J DEFGRID3
* xyz 0 1
C -1.774 8.344 0.362
O -0.584 7.594 0.377
C -0.635 6.299 0.795
C -1.787 5.632 1.192
C -1.712 4.308 1.598
C -0.505 3.630 1.624
C -0.421 2.184 2.034
C -0.147 1.334 0.824
N -1.102 1.315 -0.139
N 0.947 0.685 0.818
O 1.176 -0.074 -0.372
C 2.182 -0.952 -0.289
O 2.867 -1.154 0.671
C 2.279 -1.708 -1.606
C 1.386 -2.917 -1.494
C 0.255 -3.059 -2.271
C -0.559 -4.177 -2.132
C -0.260 -5.157 -1.204
O -0.990 -6.288 -0.988
C -2.140 -6.496 -1.766
C 0.889 -5.009 -0.392
O 1.108 -6.008 0.506
C 2.215 -5.895 1.366
C 1.694 -3.898 -0.553
C 0.645 4.304 1.220
C 0.585 5.617 0.811
H -1.493 9.337 0.015
H -2.511 7.917 -0.327
H -2.214 8.422 1.362
H -2.745 6.126 1.193
H -2.619 3.807 1.910
H -1.360 1.861 2.487
H 0.391 2.028 2.743
H -1.810 2.029 -0.139
H -0.879 0.875 -1.016
H 1.959 -1.068 -2.427
H 3.317 -2.012 -1.747
H -0.004 -2.306 -3.001
H -1.432 -4.266 -2.759
H -2.553 -7.446 -1.431
H -1.900 -6.562 -2.833
H -2.883 -5.706 -1.611
H 2.161 -4.988 1.977
H 2.173 -6.770 2.013
H 3.158 -5.901 0.811
H 2.570 -3.758 0.059
H 1.590 3.782 1.229
H 1.470 6.147 0.500
*
```



Number 4 is which compound? C16H46O10